Molecular formula: C24H27ClFeN5O4S3
Method: DFT, ωB97M-V/def2-TZVPD

**Molar mass**: 637.0 g/mol
**Frontier orbital gap**: 6.2911 eV
**Charge**: -1
**Electronic energy**: -4424.10648 hartree

Element x y z (Å)
Fe  0.3711  0.5434  -0.1598
Cl  -1.2000  5.0077  5.3141
C  -1.1650  4.0271  3.8646
C  -2.3506  3.4660  3.3804
C  -2.3332  2.7065  2.2398
C  -1.1337  2.4223  1.5191
O  -1.1911  1.6935  0.4659
C  0.0561  3.0252  2.0402
C  1.2770  3.0076  1.2680
N  1.5406  2.1220  0.3853
C  2.5048  2.3907  -0.6026
C  3.7424  2.9393  -0.4315
C  4.5554  3.1988  -1.5582
C  4.1134  2.9341  -2.8216
C  2.8339  2.3578  -3.0231
C  2.2967  2.0470  -4.2937
C  1.0631  1.4757  -4.3705
C  0.3725  1.1545  -3.1816
N  0.8359  1.4176  -1.9872
C  2.0457  2.0545  -1.9045
C  0.0088  3.8309  3.1870
H  -3.2788  3.6439  3.9089
H  -3.2501  2.2819  1.8491
H  1.9398  3.8719  1.3772
H  4.1079  3.1500  0.5655
H  5.5442  3.6133  -1.4085
H  4.7380  3.1393  -3.6824
H  2.8745  2.2615  -5.1851
H  0.6178  1.2196  -5.3223
H  -0.5688  0.6262  -3.2262
H  0.9191  4.3037  3.5381
C  -0.0537  -1.1608  3.8525
C  -0.4265  -0.5903  2.5145
N  -1.7269  -0.5621  2.1947
O  0.4482  -0.1711  1.7560
H  -0.9123  -1.2496  4.5163
H  0.7028  -0.5205  4.3016
H  0.3620  -2.1576  3.7039
H  -2.4195  -0.9098  2.8298
H  -1.9888  -0.0973  1.3347
C  -3.7910  -5.7409  0.7012
N  -3.0339  -5.5565  1.9169
C  -1.9271  -4.7781  2.0177
N  -1.6337  -4.0310  0.9587
S  -1.0062  -4.7966  3.4302
H  -4.5732  -6.4738  0.8848
H  -3.1649  -6.1028  -0.1198
H  -4.2736  -4.8120  0.3857
H  -3.1689  -6.1794  2.6924
H  -2.2171  -3.9604  0.1424
H  -0.8664  -3.3699  0.9455
C  1.3316  -2.0766  -3.9999
O  1.3492  -1.4458  -2.7309
C  2.4557  -1.5442  -1.9611
S  3.8218  -2.3370  -2.5129
S  2.3073  -0.8131  -0.4351
H  0.3375  -1.8770  -4.4015
H  1.4949  -3.1497  -3.9041
H  2.1030  -1.6681  -4.6549
C  -2.1615  -0.3171  -1.5579
C  -0.8966  -0.7928  -0.7882
O  -0.8932  -2.0072  -0.5741
H  -2.2759  -0.9141  -2.4686
H  -2.1557  0.7488  -1.7865
H  -3.0348  -0.5191  -0.9282

In elementary charge units, the natural (NBO) charges are: Fe 0.6460; Cl -0.0497; C -0.1140; C -0.2187; C -0.2431; C 0.4091; O -0.7381; C -0.2387; C 0.1908; N -0.4836; C 0.2565; C -0.2613; C -0.1911; C -0.2200; C -0.0165; C -0.1410; C -0.2670; C 0.1050; N -0.3982; C 0.1149; C -0.1682; H 0.2144; H 0.2053; H 0.1610; H 0.2171; H 0.2094; H 0.2068; H 0.2083; H 0.2163; H 0.2141; H 0.2118; C -0.7017; C 0.7125; N -0.8016; O -0.6170; H 0.2075; H 0.2340; H 0.2687; H 0.3963; H 0.4308; C -0.4246; N -0.6102; C 0.3124; N -0.7786; S -0.3816; H 0.2100; H 0.1964; H 0.1943; H 0.4102; H 0.4022; H 0.4608; C -0.2570; O -0.5467; C 0.0324; S -0.3075; S -0.1350; H 0.1727; H 0.1993; H 0.1895; C -0.7707; C 0.3906; O -0.7386; H 0.2022; H 0.2038; H 0.2064